Molecular formula: C42H36F3N3ORuSSb2
Method: DFT, wB97M-V/def2-TZVPD

```
89
Properties=species:S:1:pos:R:3:lowdin_spin:R:1
Ru -0.18 1.85 0.32 2.297
F -4.44 2.13 5.08 0.000
C -3.88 1.80 3.91 0.001
F -4.60 2.39 2.94 0.001
F -4.01 0.47 3.76 0.001
C -2.43 2.21 3.86 0.013
C -1.81 2.80 4.95 -0.003
C -0.48 3.18 4.87 0.015
C 0.20 2.94 3.69 0.009
N -0.38 2.36 2.64 0.090
C -1.67 2.02 2.71 0.023
S -2.26 1.33 1.18 0.172
H -2.38 2.97 5.86 0.000
H 0.02 3.64 5.70 0.001
H 1.25 3.19 3.58 0.000
O 1.61 2.26 -0.17 0.215
C 2.23 3.31 -0.74 0.006
C 3.59 3.17 -1.03 0.022
C 4.28 4.20 -1.63 -0.006
C 3.63 5.39 -1.94 0.027
C 2.29 5.53 -1.66 -0.004
C 1.57 4.50 -1.06 0.025
C 0.14 4.65 -0.78 0.001
N -0.71 3.72 -0.36 0.016
C -1.97 4.31 -0.28 0.009
C -1.86 5.60 -0.67 0.009
N -0.54 5.79 -0.97 0.004
H 4.07 2.24 -0.78 0.001
H 5.33 4.08 -1.85 -0.001
H 4.18 6.20 -2.41 0.001
H 1.81 6.46 -1.92 -0.001
H -2.84 3.76 0.03 0.003
H -2.60 6.37 -0.75 0.001
H -0.14 6.66 -1.28 0.000
C 0.49 -0.93 1.46 0.001
C 1.84 -1.50 1.03 0.003
C 2.18 -1.13 -0.41 0.043
Sb 0.58 -1.56 -1.79 0.263
C 0.28 0.26 -2.82 0.061
C -0.90 0.97 -2.61 0.018
C -1.11 2.18 -3.26 0.012
C -0.14 2.67 -4.12 -0.002
C 1.04 1.96 -4.33 0.014
C 1.25 0.75 -3.69 0.008
C 1.45 -2.82 -3.23 0.056
C 2.50 -3.67 -2.88 0.015
C 3.04 -4.52 -3.84 0.001
C 2.51 -4.53 -5.12 0.014
C 1.45 -3.70 -5.46 0.000
C 0.91 -2.85 -4.51 0.015
Sb -1.24 -2.02 0.70 0.298
C -2.43 -2.16 2.47 0.131
C -1.81 -2.25 3.71 0.022
C -2.60 -2.44 4.84 0.008
C -3.98 -2.54 4.72 -0.001
C -4.58 -2.45 3.47 0.003
C -3.81 -2.25 2.34 0.010
C -0.41 -3.97 0.56 0.018
C 0.18 -4.61 1.66 0.004
C 0.71 -5.88 1.52 0.004
C 0.65 -6.53 0.29 0.004
C 0.04 -5.92 -0.79 0.001
C -0.49 -4.64 -0.66 0.009
H 0.41 0.14 1.13 0.001
H 0.38 -0.82 2.54 0.000
H 1.82 -2.59 1.14 0.000
H 2.62 -1.13 1.69 -0.001
H 3.07 -1.64 -0.78 0.003
H 2.34 -0.06 -0.50 0.002
H -1.69 0.55 -1.98 0.002
H -2.03 2.72 -3.12 0.000
H -0.30 3.61 -4.64 0.000
H 1.79 2.35 -5.01 0.001
H 2.16 0.19 -3.87 0.001
H 2.90 -3.68 -1.87 0.001
H 3.86 -5.17 -3.58 0.000
H 2.93 -5.20 -5.86 0.001
H 1.04 -3.72 -6.46 0.000
H 0.09 -2.20 -4.78 0.000
H -0.74 -2.17 3.82 0.002
H -2.13 -2.51 5.81 0.001
H -4.58 -2.70 5.60 0.000
H -5.66 -2.53 3.38 0.001
H -4.29 -2.17 1.37 0.002
H 0.22 -4.12 2.62 0.000
H 1.17 -6.37 2.37 0.000
H 1.06 -7.53 0.19 0.000
H -0.04 -6.43 -1.74 0.000
H -1.00 -4.19 -1.50 0.001
```

Properties
Total charge: +2
HOMO level (spin up / spin down), eV: -12.73 / -13.49
2S+1: 5
<S²>: 6.0299
E_LUMO (spin up / spin down), eV: -6.07 / -7.41
ΔE to the lowest compared entry with this formula, charge and spin, kcal per mole: 0.0